No. 1
A single C3H6N2O molecule. Source: the Open Molecules 2025 dataset; level of theory: ωB97M-V/def2-TZVPD.

Each atom is followed by the atoms it is bonded to, with distances in Å.
Cartesian coordinates (Å):
1 C 0.840 -0.145 1.116  N2 1.455, H7 1.090, H8 1.090, H9 1.094
2 N -0.194 -0.164 0.092  C1 1.455, C3 1.388, C5 1.377
3 C 0.002 0.498 -1.112  N2 1.388, N4 1.269, H10 1.097
4 N 1.060 1.157 -1.345  C3 1.269, H11 1.017
5 C -1.391 -0.796 0.344  N2 1.377, O6 1.209, H12 1.106
6 O -1.678 -1.339 1.386  C5 1.209
7 H 0.357 -0.272 2.085  C1 1.090
8 H 1.373 0.804 1.061  C1 1.090
9 H 1.551 -0.961 0.956  C1 1.094
10 H -0.848 0.386 -1.796  C3 1.097
11 H 1.007 1.584 -2.267  N4 1.017
12 H -2.080 -0.752 -0.520  C5 1.106

Results
- Structure (SMILES): [H]/N=C/N(C)C=O
- Total charge: 0


No. 2
A single C3H6N2O molecule. Source: the Open Molecules 2025 dataset; level of theory: ωB97M-V/def2-TZVPD.

Each atom is followed by the atoms it is bonded to, with distances in Å.
Cartesian coordinates (Å):
1 C -0.134 0.349 -0.098  C2 1.550, C3 1.434, H7 1.063, H8 1.038
2 C -0.717 -1.073 -0.296  C1 1.550, N4 1.405, H9 1.095, H10 1.078
3 C 1.045 0.154 0.695  C1 1.434, N5 1.494, H11 1.219, H12 1.061
4 N 0.315 -1.914 0.151  C2 1.405, N5 1.224
5 N 1.325 -1.295 0.461  C3 1.494, N4 1.224, O6 1.235
6 O 2.398 -1.798 0.808  N5 1.235
7 H 0.109 0.550 -1.113  C1 1.063
8 H -0.710 1.167 0.181  C1 1.038
9 H -1.601 -1.153 0.344  C2 1.095
10 H -1.070 -1.251 -1.299  C2 1.078
11 H 1.890 0.898 0.229  C3 1.219
12 H 1.061 0.298 1.746  C3 1.061

Results
- Structure (SMILES): [O-][N+]1=NCCC1
- Total charge: 0


The records above give, respectively, frontier orbital gap values of 0.390, 0.382 hartree.
The records above give, respectively, energy relative to the best compared isomer or geometry (same formula, charge and spin) values of 18.43, 95.51 kcal per mole.